{
  "formula": "C24H44FNO15S5",
  "method": "the ωB97M-V functional and the def2-TZVPD basis",
  "elements": ["C", "O", "C", "O", "O", "C", "O", "N", "C", "O", "F", "H", "H", "H", "H", "O", "S", "O", "C", "C", "C", "C", "H", "H", "H", "H", "H", "H", "H", "H", "O", "S", "O", "C", "C", "C", "C", "H", "H", "H", "H", "H", "H", "H", "H", "O", "S", "O", "C", "C", "C", "C", "H", "H", "H", "H", "H", "H", "H", "H", "O", "S", "O", "C", "C", "C", "C", "H", "H", "H", "H", "H", "H", "H", "H", "O", "S", "O", "C", "C", "C", "C", "H", "H", "H", "H", "H", "H", "H", "H"],
  "coordinates": [[-1.02006, 2.72582, -1.35871], [-2.17489, 3.28060, -2.04921], [-2.63529, 4.46051, -1.45133], [-2.03659, 5.12670, -0.57899], [-3.92251, 4.98238, -1.89240], [-4.88490, 4.32399, -1.04205], [-5.04661, 4.78662, 0.09869], [-5.63589, 3.11182, -1.44725], [-4.90187, 1.89847, -1.08490], [-4.43267, 1.79259, 0.05924], [-4.72000, 0.78290, -1.95660], [-0.53804, 1.98232, -2.09531], [-1.26433, 2.21797, -0.36670], [-0.19487, 3.50255, -1.13559], [-5.81770, 3.18546, -2.46055], [-1.00597, -0.01677, -1.07131], [-0.28199, -1.09827, -1.70500], [1.12355, -0.99630, -2.03333], [-0.54605, -2.58681, -0.76109], [-1.80683, -3.19379, -1.36071], [-1.65772, -3.04836, -2.87603], [-1.19068, -1.61897, -3.15604], [-0.64746, -2.34440, 0.29546], [0.31755, -3.23886, -0.91746], [-1.92934, -4.23699, -1.06403], [-2.68818, -2.63918, -1.02124], [-0.90718, -3.75870, -3.23750], [-2.59287, -3.26639, -3.39719], [-0.53742, -1.57217, -4.02819], [-2.03538, -0.94001, -3.28746], [0.60921, 7.80346, -3.98725], [0.86999, 7.52264, -2.59394], [1.26186, 6.20957, -2.13240], [2.04345, 8.72150, -1.98540], [1.18133, 9.88040, -1.50237], [0.00737, 9.24197, -0.75729], [-0.52025, 8.09854, -1.62600], [2.73466, 9.00195, -2.77982], [2.58820, 8.26403, -1.15652], [1.74643, 10.56080, -0.86189], [0.80841, 10.45233, -2.35829], [0.35701, 8.84516, 0.20137], [-0.77899, 9.96922, -0.54329], [-0.90425, 7.27680, -1.02014], [-1.29212, 8.44389, -2.31600], [0.62148, -5.10547, -0.97340], [0.61713, -5.30801, 0.45846], [-0.03427, -4.39132, 1.36811], [0.03558, -6.96090, 0.79207], [1.29487, -7.81661, 0.75808], [2.36006, -7.01761, 1.51147], [2.30104, -5.57723, 0.99924], [-0.70301, -7.25333, 0.04592], [-0.41418, -6.96167, 1.78776], [1.12646, -8.79564, 1.21104], [1.61413, -7.97300, -0.27756], [2.13909, -7.03673, 2.58356], [3.35647, -7.44349, 1.37498], [2.54779, -4.86068, 1.78335], [2.95899, -5.43049, 0.14094], [4.80218, -1.73111, 0.42828], [5.72423, -0.66672, 0.10274], [7.04590, -0.58761, 0.68381], [5.86738, -0.56519, -1.67279], [4.75405, 0.38849, -2.08647], [4.78477, 1.52939, -1.06792], [4.88766, 0.89989, 0.32291], [5.76808, -1.55786, -2.11125], [6.84974, -0.14765, -1.90501], [4.89563, 0.75164, -3.10649], [3.78639, -0.12213, -2.03999], [5.66102, 2.15954, -1.25290], [3.90096, 2.16618, -1.14776], [5.46437, 1.52448, 1.00591], [3.90141, 0.69946, 0.74517], [-1.88280, -5.62931, 5.02456], [-2.79084, -4.74596, 4.32826], [-3.56310, -5.17764, 3.18451], [-3.89369, -4.01181, 5.52338], [-3.16397, -2.75794, 5.98761], [-2.58114, -2.12467, 4.72250], [-1.91663, -3.24126, 3.91453], [-4.09152, -4.71744, 6.32992], [-4.82299, -3.75841, 5.00837], [-3.83517, -2.07405, 6.51122], [-2.35359, -3.02779, 6.67267], [-3.38854, -1.67533, 4.13521], [-1.86811, -1.33181, 4.95899], [-1.99307, -3.06193, 2.84185], [-0.87032, -3.37030, 4.19611]],
  "lowdin_charge": [-0.06, -0.03, -0.40, 0.11, 0.08, -0.36, 0.16, 0.18, -0.36, 0.12, 0.05, 0.10, 0.11, 0.11, 0.15, -0.35, 0.69, -0.33, -0.26, -0.21, -0.21, -0.22, 0.10, 0.06, 0.11, 0.12, 0.12, 0.12, 0.10, 0.10, -0.32, 0.66, -0.33, -0.24, -0.23, -0.22, -0.22, 0.11, 0.11, 0.12, 0.12, 0.12, 0.12, 0.08, 0.11, -0.33, 0.69, -0.32, -0.22, -0.22, -0.21, -0.21, 0.11, 0.11, 0.12, 0.12, 0.12, 0.12, 0.11, 0.11, -0.33, 0.66, -0.33, -0.24, -0.22, -0.21, -0.22, 0.11, 0.11, 0.12, 0.11, 0.12, 0.12, 0.10, 0.11, -0.33, 0.66, -0.33, -0.24, -0.23, -0.22, -0.23, 0.11, 0.11, 0.12, 0.12, 0.12, 0.12, 0.09, 0.11],
  "homo_lumo_gap_ev": 10.013,
  "homo_energy_ev": -10.04,
  "lumo_ev": -0.02,
  "smiles": "COC(=O)OC(=O)NC(=O)F.O=S1(=O)CCCC1.O=S1(=O)CCCC1.O=S1(=O)CCCC1.O=S1(=O)CCCC1.O=S1(=O)CCCC1",
  "molar_mass_g_mol": 765.9
}

=====

{
  "formula": "C24H44N7OSTeV",
  "method": "the ωB97M-V functional and the def2-TZVPD basis",
  "elements": ["V", "C", "C", "N", "C", "C", "N", "C", "C", "C", "N", "C", "C", "N", "C", "H", "H", "H", "H", "H", "H", "H", "H", "H", "H", "H", "H", "H", "H", "H", "H", "H", "H", "H", "H", "H", "H", "H", "H", "C", "N", "C", "C", "S", "N", "C", "C", "H", "H", "H", "H", "H", "H", "H", "H", "H", "H", "H", "H", "C", "Te", "C", "C", "C", "C", "C", "C", "C", "H", "H", "H", "H", "H", "H", "H", "H", "O", "C", "N"],
  "coordinates": [[0.60885, 1.26407, 0.60481], [1.62679, 3.52338, 3.18657], [1.39411, 2.04128, 3.46260], [0.25475, 1.46479, 2.71199], [-0.11533, 0.11892, 3.22593], [0.86078, -0.93038, 2.71497], [1.01779, -0.79021, 1.25055], [1.94859, -1.75809, 0.64082], [3.39222, -1.60575, 1.11077], [3.93080, -0.17811, 1.09811], [3.48448, 0.55680, -0.07879], [4.04274, 1.89971, -0.19732], [3.47022, 2.84881, 0.83664], [1.99954, 2.96832, 0.75932], [1.50054, 3.97428, 1.72880], [2.61446, 3.76853, 3.58140], [0.91653, 4.11525, 3.76820], [1.23935, 1.90722, 4.53556], [2.28288, 1.46652, 3.19920], [-0.55035, 2.07948, 2.80265], [-1.11021, -0.11153, 2.85454], [-0.14133, 0.09990, 4.31718], [0.50043, -1.92303, 2.99403], [1.83897, -0.80093, 3.17901], [0.09584, -0.98955, 0.83337], [1.88748, -1.60854, -0.43690], [1.62207, -2.77987, 0.84860], [4.00974, -2.24517, 0.47473], [3.49794, -2.00179, 2.12304], [5.02533, -0.20220, 1.17533], [3.57027, 0.34574, 1.98694], [3.71251, 0.03062, -0.91287], [3.80896, 2.27544, -1.19729], [5.13441, 1.91362, -0.09495], [3.93527, 3.83011, 0.70879], [3.73288, 2.50791, 1.83958], [1.75987, 3.32561, -0.16460], [0.46379, 4.15969, 1.47738], [2.04371, 4.91410, 1.60926], [-6.09037, -0.87474, 0.19100], [-4.78016, -0.49181, 0.72944], [-4.68736, 0.93440, 1.04024], [-3.67599, -1.23883, 0.53476], [-2.16914, -0.50603, 0.22796], [-3.82598, -2.58772, 0.56521], [-4.72982, -3.24362, 1.51726], [-2.80147, -3.47837, 0.03808], [-6.41494, -0.09740, -0.50309], [-6.83991, -0.96448, 0.97866], [-6.02991, -1.80596, -0.35673], [-5.60351, 1.22262, 1.55793], [-4.57302, 1.53595, 0.13772], [-3.83569, 1.12688, 1.68311], [-5.16486, -2.51764, 2.19493], [-4.15101, -3.95341, 2.10914], [-5.52934, -3.79249, 1.01791], [-2.35644, -3.05895, -0.85782], [-3.27440, -4.42870, -0.20835], [-2.01144, -3.65763, 0.77272], [-0.48783, -0.69754, -2.80296], [0.59833, 1.04088, -2.17173], [2.15886, 0.13006, -3.33329], [1.42055, -0.63164, -4.41035], [2.00281, -0.92960, -5.63705], [1.29369, -1.64702, -6.59085], [-0.00248, -2.06616, -6.32224], [-0.59134, -1.76371, -5.10149], [0.11470, -1.04666, -4.14256], [-1.54814, -0.46480, -2.85010], [-0.33924, -1.48238, -2.06163], [2.75677, -0.54286, -2.71304], [2.81425, 0.89817, -3.74114], [3.01077, -0.59039, -5.85212], [1.74920, -1.86697, -7.54793], [-0.56163, -2.61593, -7.06865], [-1.61112, -2.07433, -4.89969], [-2.96403, 3.17779, -0.55504], [-1.85294, 2.91570, -0.22882], [-0.72411, 2.66038, 0.10265]],
  "lowdin_charge": [0.43, -0.15, -0.19, -0.12, -0.18, -0.18, -0.15, -0.20, -0.16, -0.22, -0.09, -0.20, -0.18, -0.13, -0.20, 0.12, 0.12, 0.13, 0.09, 0.13, 0.08, 0.13, 0.13, 0.11, 0.00, 0.10, 0.12, 0.12, 0.11, 0.13, 0.09, 0.09, 0.12, 0.13, 0.13, 0.11, 0.10, 0.09, 0.12, -0.03, -0.20, -0.07, -0.71, 0.75, -0.21, -0.04, -0.08, 0.10, 0.10, 0.09, 0.10, 0.08, 0.06, 0.09, 0.09, 0.09, 0.06, 0.09, 0.09, -0.41, 1.42, -0.40, -0.30, -0.04, -0.07, -0.07, -0.03, -0.29, 0.05, 0.04, 0.05, 0.06, 0.12, 0.11, 0.11, 0.12, 0.06, -0.53, -0.10],
  "homo_lumo_gap_ev": [7.651, 8.819],
  "homo_energy_ev": [-9.53, -10.79],
  "spin_multiplicity": 4,
  "lumo_ev": [-1.88, -1.98],
  "molar_mass_g_mol": 657.3,
  "charge": 1
}

=====

{
  "formula": "C24H45AlF4IMgN2O7",
  "method": "the ωB97M-V functional and the def2-TZVPD basis",
  "elements": ["C", "C", "C", "C", "C", "O", "C", "C", "C", "C", "C", "I", "C", "O", "H", "H", "H", "H", "H", "H", "H", "H", "H", "H", "H", "H", "H", "Al", "C", "C", "O", "N", "C", "H", "H", "H", "H", "H", "H", "H", "F", "C", "O", "C", "O", "O", "C", "H", "H", "H", "H", "H", "H", "F", "F", "C", "O", "H", "H", "H", "H", "C", "C", "N", "C", "C", "C", "C", "H", "H", "H", "H", "H", "H", "H", "H", "H", "H", "H", "H", "H", "H", "H", "Mg", "F"],
  "coordinates": [[-0.29865, -1.10454, -1.76148], [0.07354, -1.76470, -3.13226], [1.53602, -2.25844, -3.23623], [1.88329, -2.96888, -4.30994], [3.33710, -3.41350, -4.43338], [3.66754, -4.45068, -4.87765], [4.36077, -2.37402, -3.93449], [4.03838, -1.66763, -2.87650], [4.89293, -0.59694, -2.21181], [5.10717, 0.74790, -3.06757], [3.78454, 1.39847, -3.56891], [3.56554, 1.07515, -5.69781], [2.65368, -1.97184, -2.23008], [2.56180, -2.00113, -1.04460], [-0.21960, -1.89286, -0.99542], [0.43942, -0.31039, -1.54754], [-1.31431, -0.69086, -1.74973], [-0.00767, -0.94666, -3.87523], [-0.66407, -2.51709, -3.43852], [1.16493, -3.22737, -5.09317], [5.31144, -2.20684, -4.45700], [4.41864, -0.41584, -1.18871], [5.91963, -1.03623, -2.02662], [5.78370, 0.51645, -3.90465], [5.60809, 1.53879, -2.37072], [3.89846, 2.48387, -3.47261], [2.88376, 1.13586, -2.99968], [7.69560, -1.52630, -1.52887], [-1.87740, -0.59325, -7.13377], [-0.55455, -1.30208, -7.00500], [-0.37467, -2.20466, -6.19489], [0.45403, -0.91117, -7.82245], [0.43818, 0.12708, -8.83702], [-2.57843, -1.01505, -6.41820], [-1.75923, 0.46969, -6.91836], [-2.28298, -0.72872, -8.13711], [1.30744, -1.42904, -7.68017], [0.67988, -0.31994, -9.80257], [1.19977, 0.87042, -8.59349], [-0.52848, 0.61515, -8.90114], [1.91618, 2.54872, -4.49629], [0.27521, 0.08648, 1.93585], [-0.49856, 1.01183, 2.68000], [-1.61819, 1.40906, 2.05130], [-1.98000, 1.05781, 0.96188], [-2.25547, 2.26495, 2.85487], [-3.47634, 2.77810, 2.31710], [1.14892, -0.17333, 2.53052], [-0.29551, -0.84885, 1.75087], [0.61281, 0.51304, 0.98785], [-4.18637, 1.97131, 2.13737], [-3.28882, 3.33544, 1.40042], [-3.89611, 3.45539, 3.05783], [3.45793, 3.56143, -5.22029], [-0.44818, -2.53326, 1.44277], [3.58810, -4.86959, 0.71265], [4.82206, -4.46692, 0.10634], [3.70031, -5.89033, 1.06837], [3.35311, -4.21794, 1.55576], [2.77981, -4.82948, -0.01892], [4.69975, -3.56325, -0.20146], [-2.79392, 1.01212, 5.70732], [-3.96376, 1.85098, 6.20327], [-4.74560, 1.20380, 7.23738], [-6.02206, 1.85231, 7.49345], [-5.99066, 3.27733, 8.05450], [-4.01442, 0.76641, 8.41255], [-3.22302, 1.82399, 9.19123], [-3.12946, 0.02442, 5.38523], [-2.32524, 1.50041, 4.85431], [-2.02661, 0.88583, 6.47330], [-4.61393, 2.04599, 5.34558], [-3.58462, 2.82926, 6.53364], [-6.61655, 1.22120, 8.15869], [-6.57893, 1.87135, 6.55163], [-5.70105, 3.29463, 9.10404], [-6.99139, 3.70920, 7.99548], [-5.32134, 3.93045, 7.49373], [-3.31740, -0.01899, 8.10693], [-4.70225, 0.26306, 9.09597], [-2.62574, 2.46184, 8.53842], [-2.53276, 1.32598, 9.87451], [-3.87082, 2.45468, 9.79685], [5.29802, 0.72803, -0.52681], [4.91499, 3.99566, -6.14927]],
  "lowdin_charge": [-0.09, -0.16, -0.10, 0.07, -0.35, 0.16, 0.06, -0.16, -0.34, -0.31, -0.54, 1.21, -0.27, 0.13, 0.06, 0.06, 0.08, 0.11, 0.12, 0.12, 0.14, 0.00, -0.19, 0.10, 0.06, 0.05, 0.07, 1.01, 0.00, -0.53, 0.01, 0.01, -0.07, 0.09, 0.09, 0.09, 0.13, 0.09, 0.07, 0.08, -0.49, -0.03, 0.02, -0.60, 0.15, -0.03, -0.03, 0.10, 0.07, 0.09, 0.10, 0.10, 0.09, -0.28, -0.38, -0.13, -0.15, 0.08, 0.08, 0.08, 0.03, -0.06, -0.24, -0.14, -0.23, -0.07, -0.22, -0.07, 0.09, 0.05, 0.07, 0.12, 0.12, 0.12, 0.12, 0.06, 0.08, 0.07, 0.11, 0.12, 0.07, 0.08, 0.06, 0.84, -0.20],
  "homo_lumo_gap_ev": 1.284,
  "homo_energy_ev": -9.82,
  "lumo_ev": -8.54,
  "molar_mass_g_mol": 727.8,
  "charge": 1
}

=====

no.,electronic energy (Ha)
1,-4214.93835
2,-3009.51833
3,-2716.34482